Formula: C33H29CoO5P
Source: OMol25
Level of theory: ωB97M-V/def2-TZVPD

- max |F| (eV/A) = 1.5
- HOMO level (alpha / beta) (eV) = -1.01 / -0.96
- spin multiplicity = 2
- energy above the lowest of the compared OMol25 structures with the same formula, charge and spin (kcal/mol) = 15.16
- total charge = -2

Structure (XYZ):
```
69
C33H29CoO5P ωB97M-V/def2-TZVPD
Co 0.475 0.278 0.564
P -0.545 -2.872 -0.722
O 0.089 0.206 2.632
O 1.810 -3.337 5.295
O 1.505 -1.447 0.953
O 2.582 -3.776 2.487
O 0.054 -0.992 5.408
C 1.084 2.548 0.359
C 2.287 1.143 -1.031
C 1.484 -2.644 4.346
C 0.622 -1.419 4.412
C 0.868 -2.110 -3.097
C -3.350 -0.335 -2.309
C 0.838 -2.867 -1.931
C -1.381 -4.748 -2.810
C 1.868 -3.773 -1.677
C 2.883 -3.961 -2.604
C -3.563 -5.542 -1.288
C -1.615 -4.122 -1.586
C 2.881 -3.239 -3.790
C -1.473 -1.340 -1.152
C 1.060 1.649 -3.264
C -3.177 0.814 -1.558
C -2.516 -1.416 -2.083
C 0.596 2.682 -0.945
C 1.328 1.802 -1.796
C 3.249 1.454 1.338
C -2.131 0.898 -0.652
C 1.368 -1.712 2.190
C 1.884 -2.303 -4.025
C 2.141 1.577 0.324
C -1.202 -0.132 -0.439
C 3.396 0.251 -1.501
C -2.227 -5.751 -3.268
C 1.906 -2.848 2.923
C -3.316 -6.156 -2.511
C 0.748 3.376 1.568
C -0.514 3.571 -1.418
C -2.716 -4.546 -0.834
C 0.616 -0.860 3.056
H 3.723 0.473 1.279
H -2.025 1.814 -0.079
H -3.960 -6.953 -2.864
H 1.179 2.608 -3.783
H 1.903 -1.714 -4.936
H -3.853 1.654 -1.689
H -1.028 4.043 -0.580
H -2.890 -4.074 0.127
H 0.097 -1.370 -3.277
H -4.412 -5.854 -0.690
H -0.184 3.924 1.420
H 4.022 2.212 1.142
H 0.627 2.736 2.444
H 1.538 4.107 1.783
H -1.248 2.998 -1.991
H 4.367 0.687 -1.241
H -0.536 -4.446 -3.416
H -4.145 -0.400 -3.045
H 0.035 1.307 -3.447
H 3.338 -0.735 -1.033
H 1.738 0.926 -3.719
H 3.658 -3.401 -4.530
H -0.140 4.369 -2.071
H -2.037 -6.220 -4.227
H 1.858 -4.318 -0.739
H 3.683 -4.664 -2.404
H 3.374 0.112 -2.582
H -2.679 -2.330 -2.642
H 2.889 1.586 2.360
```

Which charges does Mulliken predict for the atoms? In e, they are: atom 1 (Co): 0.302, atom 2 (P): -0.132, atom 3 (O): -0.814, atom 4 (O): -0.712, atom 5 (O): -0.348, atom 6 (O): -0.748, atom 7 (O): -0.735, atom 8 (C): 0.590, atom 9 (C): 0.797, atom 10 (C): 0.454, atom 11 (C): -0.095, atom 12 (C): 0.167, atom 13 (C): -0.882, atom 14 (C): 0.844, atom 15 (C): 0.235, atom 16 (C): -0.645, atom 17 (C): -0.584, atom 18 (C): -0.675, atom 19 (C): -0.453, atom 20 (C): -0.500, atom 21 (C): 2.243, atom 22 (C): -2.010, atom 23 (C): -0.734, atom 24 (C): -0.135, atom 25 (C): 1.081, atom 26 (C): 0.836, atom 27 (C): -1.912, atom 28 (C): 0.109, atom 29 (C): 0.571, atom 30 (C): -0.628, atom 31 (C): 0.685, atom 32 (C): -1.943, atom 33 (C): -1.758, atom 34 (C): -0.820, atom 35 (C): -0.335, atom 36 (C): -0.373, atom 37 (C): -1.931, atom 38 (C): -1.851, atom 39 (C): -0.129, atom 40 (C): 0.877, atom 41 (H): 0.407, atom 42 (H): 0.576, atom 43 (H): 0.352, atom 44 (H): 0.430, atom 45 (H): 0.325, atom 46 (H): 0.335, atom 47 (H): 0.339, atom 48 (H): 0.397, atom 49 (H): 0.206, atom 50 (H): 0.372, atom 51 (H): 0.405, atom 52 (H): 0.335, atom 53 (H): 0.363, atom 54 (H): 0.248, atom 55 (H): 0.347, atom 56 (H): 0.332, atom 57 (H): 0.351, atom 58 (H): 0.368, atom 59 (H): 0.201, atom 60 (H): 0.130, atom 61 (H): 0.284, atom 62 (H): 0.342, atom 63 (H): 0.400, atom 64 (H): 0.378, atom 65 (H): 0.338, atom 66 (H): 0.368, atom 67 (H): 0.429, atom 68 (H): 0.329, atom 69 (H): 0.405